Record 1
Formula: C41H53BF6N6O12P2ReS
Source: the OMol25 dataset
Level of theory: ωB97M-V/def2-TZVPD

Properties
charge	0
E	-125424.615	eV
ΔE to the lowest compared entry with this formula, charge and spin	46.9	kcal/mol
spin multiplicity	4
orbital gap (spin up / spin down)	5.5623 / 3.9916	eV
E_LUMO (spin up / spin down)	-1.30 / -2.87	eV

Atoms and positions in Å:
Re (-1.12, -0.62, 0.27)
S (-1.86, -3.58, 9.22)
P (1.68, 2.19, -0.63)
P (-0.50, 1.42, -2.59)
F (-3.54, -3.71, -1.69)
F (-3.52, -3.02, 0.51)
F (-4.84, 2.54, 2.44)
F (-2.27, -4.86, -0.14)
F (-1.61, -2.74, -0.83)
F (-0.56, 3.14, 4.16)
O (1.73, -2.33, 2.05)
O (-2.22, -2.25, 8.77)
O (0.60, -0.93, -2.08)
O (-0.73, 0.60, -3.89)
O (3.18, 1.69, -0.53)
O (0.77, 1.60, 0.37)
O (4.10, -4.01, -1.36)
O (-0.66, -3.63, 10.03)
O (1.72, 3.76, -0.45)
O (-2.97, -4.37, 9.70)
O (-1.27, 0.86, -1.43)
O (-1.12, 2.84, -2.98)
N (-3.13, -0.29, -0.21)
N (-1.25, -1.91, 1.98)
N (-1.44, -3.82, 6.54)
N (2.85, -3.13, 0.30)
N (1.01, -1.64, -0.02)
N (-0.91, -5.73, 7.83)
C (1.60, -3.57, -2.90)
C (-0.88, 1.53, 2.51)
C (0.70, -4.54, -2.14)
C (-0.55, -5.73, 5.48)
C (-5.10, 1.00, 0.04)
C (-1.71, 0.91, 1.59)
C (-3.54, 2.23, 2.43)
C (2.33, -2.54, -2.00)
C (3.41, 5.34, 0.19)
C (3.18, -3.30, -1.02)
C (-3.84, 0.64, 0.46)
C (-2.96, 3.54, -1.51)
C (0.54, 1.92, -5.58)
C (4.24, -0.82, -2.17)
C (-1.36, -4.47, 7.69)
C (2.78, 4.61, -0.98)
C (1.82, -2.37, 0.84)
C (-1.93, 1.44, -5.82)
C (2.19, 5.56, -1.99)
C (-4.89, -0.54, -1.79)
C (-1.46, 5.18, -2.69)
C (5.26, 1.93, 0.64)
C (-0.51, -6.34, 6.72)
C (-3.06, 1.28, 1.53)
C (-0.89, -4.09, 2.92)
C (-2.72, 2.87, 3.32)
C (1.26, 1.88, -2.36)
C (-1.55, 3.84, -1.99)
C (-1.58, -1.49, 3.23)
C (-0.59, 0.94, -5.30)
C (3.24, -1.69, -2.91)
C (3.56, 0.27, 1.46)
C (-0.93, -3.22, 1.86)
C (-1.51, -2.28, 4.33)
C (-5.64, 0.39, -1.09)
C (-1.14, -3.62, 4.21)
C (3.79, 1.62, 0.82)
C (1.27, -1.64, -1.34)
C (-1.38, 2.52, 3.32)
C (-3.63, -0.84, -1.33)
C (-1.04, -4.44, 5.43)
B (-2.80, -3.65, -0.52)
H (-1.90, -0.47, 3.34)
H (1.41, 2.80, -2.93)
H (1.48, 1.54, -5.19)
H (-0.35, -0.01, -5.77)
H (1.91, 1.09, -2.73)
H (-1.75, -1.90, 5.32)
H (0.64, 2.05, -6.66)
H (-0.45, 5.36, -3.05)
H (1.27, -5.09, -1.38)
H (3.76, -0.21, -1.40)
H (4.74, -0.13, -2.86)
H (4.16, -0.50, 0.96)
H (-3.01, -1.54, -1.87)
H (-6.63, 0.67, -1.43)
H (-0.12, -4.03, -1.65)
H (-2.14, 5.20, -3.55)
H (-0.15, -7.36, 6.84)
H (-0.86, 3.81, -1.14)
H (2.96, 6.23, -2.36)
H (-2.17, 2.40, -5.37)
H (1.00, -3.00, -3.62)
H (3.42, -3.62, 0.98)
H (-3.11, 3.61, 4.00)
H (-2.98, 2.58, -1.00)
H (-1.90, 1.53, -6.90)
H (-3.28, 4.32, -0.82)
H (0.32, 2.89, -5.13)
H (-2.71, 0.72, -5.55)
H (-5.66, 1.76, 0.57)
H (5.01, -1.43, -1.70)
H (2.36, -4.12, -3.44)
H (-3.64, 3.50, -2.36)
H (4.22, 5.98, -0.17)
H (2.66, 5.96, 0.68)
H (-0.64, -5.12, 2.73)
H (0.17, 1.26, 2.59)
H (5.76, 1.91, 1.61)
H (3.32, 2.39, 1.44)
H (5.41, 2.92, 0.19)
H (-1.74, 5.98, -2.00)
H (1.40, 6.16, -1.53)
H (3.85, 0.30, 2.51)
H (1.76, 5.02, -2.85)
H (2.59, -1.09, -3.54)
H (3.81, 4.64, 0.92)
H (3.53, 3.98, -1.46)
H (5.73, 1.18, -0.01)
H (-0.22, -6.25, 4.59)
H (2.51, 0.00, 1.40)
H (0.27, -5.27, -2.82)
H (-0.71, -3.60, 0.88)
H (-5.26, -1.03, -2.67)
H (3.79, -2.37, -3.56)

Löwdin population analysis, charges in e, atoms 1 to 4: 1.864, 0.391, 0.484, 0.557



Record 2
Formula: C41H54BCaN11S3
Source: the OMol25 dataset
Level of theory: ωB97M-V/def2-TZVPD

Properties
charge	0
E	-111403.600	eV
ΔE to the lowest compared entry with this formula, charge and spin	54.2	kcal/mol
spin multiplicity	1
orbital gap (spin up / spin down)	3.9392 / 3.7956	eV
E_LUMO (spin up / spin down)	-0.07 / -0.07	eV

Atoms and positions in Å:
Ca (2.73, -1.27, -1.46)
S (0.79, 0.44, -2.31)
S (0.00, -3.01, 0.95)
S (3.08, 0.42, 0.79)
N (3.23, -1.08, -5.27)
N (-0.80, 0.15, 3.28)
N (0.58, 1.39, 0.96)
N (1.95, -2.23, -3.64)
N (4.47, -4.78, -2.70)
N (4.07, -3.41, -0.97)
N (-0.53, -0.60, 2.19)
N (4.18, -0.19, -3.31)
N (-1.03, -0.17, -0.25)
N (-0.31, 2.42, 0.85)
N (-2.22, -0.78, 0.06)
C (-1.86, 0.50, 5.44)
C (3.65, 3.02, 2.45)
C (-3.18, 0.49, -1.72)
C (5.59, 1.66, -4.90)
C (5.76, 1.68, -3.47)
C (2.25, 2.77, 1.95)
C (-3.33, 0.84, 5.24)
C (-0.79, 0.35, -1.52)
C (2.28, -2.01, -4.91)
C (-0.83, -1.94, 2.13)
C (-2.21, -3.90, 2.97)
C (4.70, 0.77, -5.46)
C (5.35, -3.19, -1.45)
C (4.97, 0.78, -2.76)
C (-4.42, -2.01, 0.83)
C (-0.94, 1.71, 5.47)
C (-4.22, -2.68, -1.64)
C (0.12, 5.91, 0.70)
C (0.31, -3.86, -4.41)
C (-3.25, -0.50, -0.73)
C (-1.95, 0.87, -2.19)
C (1.59, -2.45, 1.08)
C (1.27, 3.72, 2.12)
C (-1.84, 4.47, 0.01)
C (1.62, -2.68, -6.02)
C (1.90, 1.58, 1.17)
C (-2.10, -1.64, 4.13)
C (-1.52, -0.36, 4.23)
C (3.62, -4.42, -1.70)
C (0.88, -3.06, -3.44)
C (0.06, 3.58, 1.37)
C (-1.68, -2.50, 3.11)
C (-1.72, 1.84, -3.31)
C (-0.84, 4.77, 1.13)
C (0.68, -3.68, -5.73)
C (-1.67, -0.17, 6.83)
C (5.58, -3.95, -2.59)
C (-5.70, -0.84, -1.01)
C (-4.39, -1.52, -0.61)
C (4.08, -0.22, -4.64)
C (-1.48, 5.10, 2.45)
B (-0.17, 0.11, 0.90)
H (-4.51, -1.19, 1.59)
H (-3.45, -2.54, 1.04)
H (-3.02, -4.01, 3.71)
H (0.24, -4.26, -6.53)
H (-2.22, 4.34, 2.75)
H (-3.42, -3.33, -1.33)
H (-5.74, -0.59, -2.07)
H (1.48, 4.63, 2.71)
H (-2.13, -1.17, 6.90)
H (4.92, 0.79, -1.68)
H (-5.80, 0.09, -0.45)
H (2.35, -3.12, 0.71)
H (-1.29, 2.47, 6.18)
H (6.04, -2.61, -0.88)
H (-0.64, 2.04, -3.38)
H (-2.02, 6.07, 2.44)
H (-4.00, -2.28, -2.64)
H (-3.72, 1.56, 5.96)
H (3.29, -0.87, -6.27)
H (-2.52, 5.31, -0.24)
H (0.89, 6.05, 1.44)
H (0.69, 5.69, -0.20)
H (-1.98, 1.43, -4.28)
H (-0.62, -0.26, 7.13)
H (-5.20, -2.77, 1.02)
H (-4.02, -0.01, 5.37)
H (-0.78, 2.12, 4.44)
H (4.34, -5.46, -3.43)
H (-4.09, 0.96, -2.10)
H (6.53, 2.23, -2.95)
H (-2.47, 3.61, 0.23)
H (3.93, 4.02, 2.15)
H (6.16, 2.38, -5.48)
H (-2.19, 0.48, 7.56)
H (-3.55, 1.24, 4.24)
H (4.35, 2.33, 2.03)
H (-5.13, -3.30, -1.78)
H (2.71, -4.92, -1.51)
H (-0.51, -4.53, -4.16)
H (-2.69, -2.05, 4.97)
H (0.49, -2.98, -2.44)
H (-6.58, -1.46, -0.79)
H (3.63, 3.03, 3.58)
H (-2.31, 2.80, -3.13)
H (-1.34, 4.21, -0.93)
H (1.81, -2.32, -7.02)
H (-0.41, 6.80, 0.59)
H (4.50, 0.78, -6.53)
H (0.08, 1.41, 5.85)
H (-1.43, -4.65, 3.19)
H (-2.59, -4.09, 1.99)
H (6.46, -3.93, -3.25)
H (-0.71, 5.18, 3.27)
H (1.83, -1.63, 1.74)

Löwdin population analysis, charges in e, atoms 1 to 4: 0.940, 0.516, 0.787, 0.627